1.
This record from the OMol25 dataset describes 2 unconnected molecules or ions with the total composition CH6OS2. The level of theory is wB97M-V/def2-TZVPD.

ORCA input file:
```
! RIJCOSX wB97M-V def2-TZVPD def2/J DEFGRID3
* xyz 0 1
S -2.159 -0.435 0.399
S -0.927 0.170 -1.204
H -2.685 -1.477 -0.256
H -0.459 -1.068 -1.397
C 2.564 0.592 1.253
O 3.519 0.140 0.315
H 1.960 1.413 0.883
H 1.922 -0.224 1.605
H 3.104 0.937 2.139
H 3.096 -0.403 -0.355
*
```

Output
SMILES string: CO.SS
energy above the lowest of the compared OMol25 structures with the same formula, charge and spin: 18.0 kcal per mole
F_max: 0.7 eV Å⁻¹
E_LUMO: 0.05 eV

Löwdin atomic charges, in units of e: number 1, S, carries 0.22; number 2, S, carries 0.22; number 3, H, carries -0.21; number 4, H, carries -0.22; number 5, C, carries -0.18; number 6, O, carries -0.12; number 7, H, carries 0.07; number 8, H, carries 0.08; number 9, H, carries 0.08; number 10, H, carries 0.07

***

2.
This record from the OMol25 dataset describes 4 unconnected molecules or ions with the total composition C26H61BN5O8. The level of theory is wB97M-V/def2-TZVPD.

ORCA input file:
```
! RIJCOSX wB97M-V def2-TZVPD def2/J DEFGRID3
* xyz 1 1
C -2.953 3.660 2.116
C -2.704 2.139 2.676
C -1.792 1.181 1.707
C -0.534 1.930 0.970
C -1.163 -0.005 2.673
C 0.277 0.246 3.414
N 0.386 -1.051 4.185
C 1.661 -1.099 5.036
B 1.378 -0.046 6.311
O 2.364 0.948 6.798
O 0.003 -0.152 6.913
C -0.739 -2.052 4.032
N -1.710 -1.360 3.070
H -2.536 3.873 1.044
H -4.122 3.903 2.076
H -2.485 4.433 2.884
H -2.178 2.249 3.729
H -3.750 1.599 2.857
H -2.409 0.619 0.860
H -1.010 2.611 0.113
H 0.183 1.177 0.383
H 0.083 2.656 1.649
H 1.007 1.170 3.356
H 2.622 -0.807 4.435
H 1.820 -2.170 5.495
H 3.292 0.567 6.836
H 0.001 -0.850 7.645
H -0.815 -3.084 4.578
H -2.633 -1.779 2.753
C -0.161 1.111 -6.306
O 1.030 1.870 -6.145
C 0.915 3.219 -6.618
C 0.891 4.210 -5.442
N -0.361 4.116 -4.686
C -0.329 4.815 -3.394
C 0.712 4.354 -2.352
O 0.468 3.052 -1.816
C 0.929 1.983 -2.630
H 0.081 0.060 -6.127
H -0.917 1.413 -5.581
H -0.558 1.204 -7.322
H 0.053 3.354 -7.281
H 1.817 3.414 -7.210
H 1.003 5.231 -5.828
H 1.754 3.988 -4.810
H -0.566 3.139 -4.505
H -1.324 4.689 -2.951
H -0.201 5.887 -3.579
H 0.637 5.040 -1.501
H 1.742 4.441 -2.712
H 1.845 2.235 -3.173
H 0.144 1.674 -3.319
H 1.141 1.128 -1.980
C -6.733 -2.183 -7.163
O -5.943 -1.410 -8.058
C -6.542 -0.155 -8.407
C -5.786 1.013 -7.752
N -5.999 1.044 -6.302
C -5.084 1.942 -5.585
C -3.571 1.653 -5.682
O -3.159 0.456 -5.020
C -3.352 -0.732 -5.777
H -6.313 -3.192 -7.127
H -6.702 -1.767 -6.156
H -7.770 -2.254 -7.508
H -7.613 -0.126 -8.175
H -6.440 -0.059 -9.495
H -6.133 1.958 -8.187
H -4.727 0.894 -7.994
H -5.873 0.109 -5.928
H -5.368 1.891 -4.527
H -5.274 2.970 -5.912
H -3.057 2.468 -5.159
H -3.197 1.680 -6.710
H -3.210 -0.572 -6.850
H -4.338 -1.146 -5.574
H -2.618 -1.471 -5.441
C 6.910 -5.786 5.166
O 5.745 -6.050 5.937
C 6.017 -6.242 7.332
C 5.509 -5.048 8.158
N 6.319 -3.849 7.922
C 5.720 -2.615 8.445
C 4.345 -2.190 7.886
O 4.370 -1.780 6.517
C 4.331 -2.849 5.581
H 6.643 -5.870 4.109
H 7.276 -4.774 5.344
H 7.701 -6.513 5.379
H 7.076 -6.448 7.525
H 5.450 -7.132 7.634
H 5.547 -5.305 9.224
H 4.465 -4.882 7.883
H 6.453 -3.731 6.923
H 6.433 -1.810 8.228
H 5.655 -2.691 9.536
H 4.031 -1.305 8.451
H 3.566 -2.940 8.055
H 3.728 -3.691 5.934
H 5.342 -3.170 5.339
H 3.883 -2.473 4.655
*
```

Output
F_max: 8.0 eV Å⁻¹
E_LUMO: -3.36 eV

Here are the Löwdin charges for atoms 1 to 99, given in e: number 1, C, carries -0.13; number 2, C, carries -0.22; number 3, C, carries -0.29; number 4, C, carries -0.11; number 5, C, carries -0.05; number 6, C, carries 0.10; number 7, N, carries -0.11; number 8, C, carries -0.06; number 9, B, carries -0.38; number 10, O, carries 0.07; number 11, O, carries 0.02; number 12, C, carries 0.08; number 13, N, carries 0.08; number 14, H, carries 0.07; number 15, H, carries 0.09; number 16, H, carries 0.09; number 17, H, carries 0.12; number 18, H, carries 0.12; number 19, H, carries 0.16; number 20, H, carries 0.09; number 21, H, carries 0.10; number 22, H, carries 0.10; number 23, H, carries 0.17; number 24, H, carries 0.14; number 25, H, carries 0.13; number 26, H, carries 0.11; number 27, H, carries 0.13; number 28, H, carries 0.17; number 29, H, carries 0.17; number 30, C, carries -0.11; number 31, O, carries -0.19; number 32, C, carries -0.19; number 33, C, carries -0.20; number 34, N, carries -0.05; number 35, C, carries -0.19; number 36, C, carries -0.21; number 37, O, carries -0.22; number 38, C, carries -0.09; number 39, H, carries 0.10; number 40, H, carries 0.05; number 41, H, carries 0.09; number 42, H, carries 0.12; number 43, H, carries 0.12; number 44, H, carries 0.12; number 45, H, carries 0.10; number 46, H, carries 0.06; number 47, H, carries 0.12; number 48, H, carries 0.12; number 49, H, carries 0.12; number 50, H, carries 0.11; number 51, H, carries 0.09; number 52, H, carries 0.07; number 53, H, carries 0.08; number 54, C, carries -0.11; number 55, O, carries -0.20; number 56, C, carries -0.20; number 57, C, carries -0.20; number 58, N, carries -0.05; number 59, C, carries -0.19; number 60, C, carries -0.23; number 61, O, carries -0.20; number 62, C, carries -0.10; number 63, H, carries 0.09; number 64, H, carries 0.07; number 65, H, carries 0.09; number 66, H, carries 0.12; number 67, H, carries 0.12; number 68, H, carries 0.12; number 69, H, carries 0.10; number 70, H, carries 0.06; number 71, H, carries 0.12; number 72, H, carries 0.12; number 73, H, carries 0.11; number 74, H, carries 0.11; number 75, H, carries 0.09; number 76, H, carries 0.07; number 77, H, carries 0.09; number 78, C, carries -0.11; number 79, O, carries -0.20; number 80, C, carries -0.20; number 81, C, carries -0.20; number 82, N, carries -0.05; number 83, C, carries -0.18; number 84, C, carries -0.21; number 85, O, carries -0.20; number 86, C, carries -0.10; number 87, H, carries 0.09; number 88, H, carries 0.07; number 89, H, carries 0.09; number 90, H, carries 0.12; number 91, H, carries 0.12; number 92, H, carries 0.13; number 93, H, carries 0.09; number 94, H, carries 0.06; number 95, H, carries 0.12; number 96, H, carries 0.12; number 97, H, carries 0.12; number 98, H, carries 0.11; number 99, H, carries 0.10

***

3.
This record from the OMol25 dataset describes 9 unconnected molecules or ions with the total composition C30H60Cl4O7. The level of theory is wB97M-V/def2-TZVPD.

ORCA input file:
```
! RIJCOSX wB97M-V def2-TZVPD def2/J DEFGRID3
* xyz 0 1
C -1.682 -0.716 5.025
Cl -2.949 -1.693 4.278
Cl -0.179 -1.700 5.315
H -1.435 0.087 4.330
H -1.943 -0.400 6.027
C 1.605 4.342 -2.261
Cl 0.114 3.806 -3.054
Cl 3.089 4.290 -3.235
H 1.581 5.352 -1.920
H 1.862 3.691 -1.418
C -1.895 5.399 1.301
C -2.382 5.681 -0.111
C -1.248 6.395 -0.713
O -0.025 5.781 -0.127
C -0.396 5.139 1.079
H -2.399 4.504 1.752
H -1.945 6.271 2.003
H -3.276 6.296 -0.347
H -2.501 4.757 -0.639
H -1.225 7.408 -0.431
H -1.269 6.399 -1.772
H 0.074 5.580 1.993
H -0.100 4.105 0.985
C 3.215 -0.893 -2.426
C 2.186 -0.869 -3.520
C 1.608 0.593 -3.452
O 1.864 1.106 -2.173
C 3.063 0.486 -1.723
H 4.251 -0.895 -2.764
H 3.025 -1.698 -1.662
H 1.394 -1.579 -3.304
H 2.635 -1.044 -4.472
H 0.509 0.606 -3.664
H 2.075 1.198 -4.203
H 3.008 0.457 -0.604
H 3.940 1.119 -1.984
C -4.838 0.681 -3.143
C -3.544 1.269 -2.593
C -2.708 1.577 -3.866
O -3.547 1.374 -5.031
C -4.497 0.376 -4.603
H -5.745 1.205 -3.101
H -5.172 -0.201 -2.535
H -2.968 0.557 -2.039
H -3.700 2.149 -1.974
H -1.869 0.844 -3.921
H -2.232 2.536 -3.907
H -4.000 -0.633 -4.667
H -5.360 0.546 -5.220
C -2.908 -3.737 -0.518
C -2.077 -3.529 -1.816
C -1.402 -2.192 -1.579
O -2.319 -1.396 -0.818
C -2.981 -2.313 0.070
H -2.498 -4.520 0.168
H -3.869 -4.202 -0.778
H -2.820 -3.478 -2.651
H -1.306 -4.254 -2.000
H -1.097 -1.633 -2.496
H -0.561 -2.331 -0.910
H -3.988 -1.964 0.134
H -2.411 -2.296 1.021
C 5.334 -0.319 3.870
C 4.001 -0.627 4.545
C 3.333 -1.492 3.536
O 3.645 -0.936 2.281
C 4.905 -0.277 2.358
H 5.957 -1.186 4.083
H 5.776 0.664 4.129
H 3.462 0.261 4.631
H 4.047 -1.058 5.566
H 2.232 -1.455 3.572
H 3.693 -2.540 3.663
H 4.727 0.741 2.157
H 5.636 -0.664 1.606
C 1.296 -5.529 0.613
C 0.378 -5.692 1.872
C 1.022 -4.634 2.802
O 1.393 -3.582 1.924
C 2.001 -4.156 0.773
H 0.697 -5.541 -0.255
H 2.055 -6.293 0.493
H 0.395 -6.761 2.231
H -0.630 -5.349 1.525
H 1.847 -5.118 3.356
H 0.334 -4.183 3.564
H 3.076 -4.375 0.989
H 1.902 -3.414 0.008
C 0.672 0.596 0.882
C -0.318 1.361 -0.037
C -1.653 1.448 0.788
O -1.461 0.617 1.930
C -0.362 -0.273 1.619
H 1.043 1.241 1.681
H 1.380 0.084 0.266
H -0.445 0.761 -0.927
H 0.029 2.348 -0.309
H -2.538 1.035 0.266
H -1.935 2.417 1.169
H -0.715 -1.066 0.948
H -0.042 -0.847 2.499
*
```

Output
SMILES string: C1CCOC1.C1CCOC1.C1CCOC1.C1CCOC1.C1CCOC1.C1CCOC1.C1CCOC1.ClCCl.ClCCl
energy above the lowest of the compared OMol25 structures with the same formula, charge and spin: 14.5 kcal per mole
F_max: 2.6 eV Å⁻¹
E_LUMO: 0.67 eV

Here are the Löwdin charges for atoms 1 to 99, given in e: number 1, C, carries -0.95; number 2, Cl, carries 0.52; number 3, Cl, carries 0.48; number 4, H, carries 0.01; number 5, H, carries 0.02; number 6, C, carries -1.01; number 7, Cl, carries 0.59; number 8, Cl, carries 0.52; number 9, H, carries 0.00; number 10, H, carries 0.02; number 11, C, carries -0.15; number 12, C, carries -0.19; number 13, C, carries -0.19; number 14, O, carries -0.16; number 15, C, carries -0.21; number 16, H, carries 0.11; number 17, H, carries 0.12; number 18, H, carries 0.13; number 19, H, carries 0.10; number 20, H, carries 0.10; number 21, H, carries 0.10; number 22, H, carries 0.12; number 23, H, carries 0.09; number 24, C, carries -0.15; number 25, C, carries -0.14; number 26, C, carries -0.21; number 27, O, carries -0.19; number 28, C, carries -0.19; number 29, H, carries 0.11; number 30, H, carries 0.11; number 31, H, carries 0.09; number 32, H, carries 0.10; number 33, H, carries 0.11; number 34, H, carries 0.10; number 35, H, carries 0.11; number 36, H, carries 0.12; number 37, C, carries -0.16; number 38, C, carries -0.14; number 39, C, carries -0.18; number 40, O, carries -0.14; number 41, C, carries -0.19; number 42, H, carries 0.08; number 43, H, carries 0.12; number 44, H, carries 0.06; number 45, H, carries 0.10; number 46, H, carries 0.10; number 47, H, carries 0.06; number 48, H, carries 0.13; number 49, H, carries 0.11; number 50, C, carries -0.14; number 51, C, carries -0.15; number 52, C, carries -0.21; number 53, O, carries -0.19; number 54, C, carries -0.17; number 55, H, carries 0.10; number 56, H, carries 0.10; number 57, H, carries 0.12; number 58, H, carries 0.10; number 59, H, carries 0.13; number 60, H, carries 0.10; number 61, H, carries 0.11; number 62, H, carries 0.11; number 63, C, carries -0.14; number 64, C, carries -0.19; number 65, C, carries -0.25; number 66, O, carries -0.15; number 67, C, carries -0.18; number 68, H, carries 0.10; number 69, H, carries 0.12; number 70, H, carries 0.09; number 71, H, carries 0.13; number 72, H, carries 0.09; number 73, H, carries 0.13; number 74, H, carries 0.09; number 75, H, carries 0.13; number 76, C, carries -0.15; number 77, C, carries -0.13; number 78, C, carries -0.22; number 79, O, carries -0.18; number 80, C, carries -0.18; number 81, H, carries 0.07; number 82, H, carries 0.10; number 83, H, carries 0.12; number 84, H, carries 0.10; number 85, H, carries 0.12; number 86, H, carries 0.11; number 87, H, carries 0.13; number 88, H, carries 0.10; number 89, C, carries -0.11; number 90, C, carries -0.13; number 91, C, carries -0.16; number 92, O, carries -0.17; number 93, C, carries -0.19; number 94, H, carries 0.12; number 95, H, carries 0.07; number 96, H, carries 0.09; number 97, H, carries 0.07; number 98, H, carries 0.10; number 99, H, carries 0.09

***

Question: Which value of F_max does entry 2 give?
Answer: 8.0 eV Å⁻¹

***

Question: Which formula does entry 2 have?
Answer: C26H61BN5O8

***

Question: Which of these has the highest E_LUMO?
Answer: C30H60Cl4O7

***

Question: Which of these has the highest F_max?
Answer: C26H61BN5O8